ORCA calculation (ωB97M-V/def2-TZVPD) on 3 unconnected molecules or ions with the total composition C35H67Cl2F4IN7O4.

Element x y z (Å)
C  2.380  -0.318  -2.968
C  0.980  -0.369  -3.611
Cl  0.833  -1.541  -4.955
C  -0.083  0.380  -3.185
Cl  -1.602  -0.008  -4.108
C  -0.101  1.385  -2.023
C  0.598  0.810  -0.747
N  -0.150  1.339  0.388
N  0.055  0.727  1.607
C  0.085  2.809  0.371
C  1.508  3.050  1.002
C  1.372  3.493  2.529
C  2.826  3.489  3.163
C  2.903  4.279  4.517
N  3.282  5.696  4.355
C  2.501  6.621  5.031
C  3.034  7.929  4.706
C  4.177  7.694  3.814
C  4.292  6.260  3.606
C  -0.336  3.555  -0.978
C  -1.917  3.755  -0.805
C  -2.824  2.658  -0.171
N  -3.133  2.954  1.275
C  0.126  5.046  -0.772
F  -0.034  5.470  0.543
F  -0.666  5.975  -1.439
F  1.406  5.412  -1.023
N  0.083  2.899  -2.280
C  -0.782  3.120  -3.494
C  -1.216  4.532  -3.994
C  -1.350  4.478  -5.593
I  -1.264  6.568  -6.248
C  1.487  3.042  -2.752
C  1.906  4.238  -3.693
F  2.501  2.979  -1.786
H  2.689  0.639  -2.501
H  3.126  -0.691  -3.719
H  2.399  -1.093  -2.147
H  -1.193  1.311  -1.741
H  0.391  -0.299  -0.782
H  1.711  0.890  -0.703
H  -0.539  -0.100  1.734
H  1.011  0.369  1.740
H  -0.611  3.205  1.164
H  2.170  2.139  1.061
H  2.157  3.830  0.547
H  0.999  4.542  2.622
H  0.676  2.808  3.067
H  3.534  3.883  2.385
H  3.095  2.424  3.374
H  1.911  4.203  5.030
H  3.680  3.786  5.155
H  1.627  6.402  5.675
H  2.628  8.881  5.103
H  4.838  8.459  3.355
H  5.010  5.697  2.985
H  -2.441  4.115  -1.718
H  -2.130  4.609  -0.098
H  -2.530  1.592  -0.198
H  -3.835  2.705  -0.670
H  -3.095  2.080  1.804
H  -4.111  3.246  1.346
H  -0.240  2.704  -4.387
H  -1.749  2.558  -3.407
H  -2.243  4.870  -3.687
H  -0.546  5.394  -3.812
H  -2.291  3.983  -5.919
H  -0.449  4.008  -6.059
H  1.768  2.207  -3.452
H  1.530  5.244  -3.429
H  1.586  4.028  -4.750
H  3.025  4.278  -3.708
C  1.796  -6.567  1.271
O  0.523  -6.052  1.632
C  0.194  -6.252  3.006
C  0.223  -4.936  3.772
N  1.589  -4.440  3.924
C  1.674  -3.058  4.396
C  1.062  -1.963  3.519
O  1.747  -1.750  2.286
C  1.380  -2.645  1.245
H  1.868  -6.551  0.183
H  2.603  -5.948  1.674
H  1.918  -7.598  1.612
H  0.832  -7.005  3.476
H  -0.831  -6.634  3.024
H  -0.217  -5.086  4.762
H  -0.404  -4.223  3.222
H  2.061  -4.496  3.030
H  2.738  -2.836  4.516
H  1.227  -3.002  5.394
H  1.154  -1.022  4.070
H  -0.012  -2.104  3.350
H  0.331  -2.948  1.305
H  2.032  -3.519  1.248
H  1.535  -2.131  0.292
C  -1.106  -4.585  -3.263
O  -1.211  -5.892  -2.729
C  -0.895  -5.968  -1.339
C  -2.142  -6.225  -0.505
N  -3.018  -5.054  -0.483
C  -4.352  -5.317  0.060
C  -5.239  -6.328  -0.672
O  -5.676  -5.899  -1.953
C  -4.748  -6.116  -3.003
H  -1.163  -4.659  -4.349
H  -1.932  -3.953  -2.922
H  -0.151  -4.122  -2.996
H  -0.355  -5.082  -0.990
H  -0.226  -6.826  -1.224
H  -1.844  -6.470  0.517
H  -2.649  -7.096  -0.934
H  -3.126  -4.704  -1.427
H  -4.878  -4.358  0.071
H  -4.246  -5.630  1.105
H  -6.149  -6.444  -0.077
H  -4.790  -7.326  -0.728
H  -4.145  -7.014  -2.847
H  -4.106  -5.241  -3.131
H  -5.313  -6.239  -3.929

Output
Highest occupied orbital energy ... -0.35115 hartree
Total energy ... -100003.5583 eV
Orbital gap ... 0.2576 hartree
Net charge ... +1



ORCA calculation (ωB97M-V/def2-TZVPD) on 7 unconnected molecules or ions with the total composition C35H67FNO10S.

Element x y z (Å)
C  2.391  -0.599  0.667
C  1.773  -1.122  -0.766
C  1.968  -2.785  -0.734
C  0.164  -0.860  -0.729
C  -0.451  0.010  -1.970
C  -1.174  -0.896  -3.152
C  -0.232  -2.089  -3.761
O  -0.584  -2.726  -4.886
S  -1.872  1.042  -1.214
O  -1.362  2.114  -0.205
O  -2.757  1.632  -2.355
F  -2.860  -0.070  -0.333
C  0.597  1.100  -2.595
C  2.181  0.731  -2.444
C  2.890  1.942  -1.591
C  2.816  0.862  -3.989
N  2.504  -0.663  -1.994
O  3.824  -0.848  -1.807
H  3.404  -1.167  0.903
H  2.455  0.562  0.784
H  1.635  -0.967  1.516
H  1.028  -3.348  -0.328
H  2.292  -3.110  -1.827
H  2.880  -3.072  -0.027
H  -0.060  -0.236  0.263
H  -0.503  -1.832  -0.633
H  -2.186  -1.291  -2.681
H  -1.501  -0.181  -4.051
H  0.740  -2.442  -3.214
H  0.412  2.167  -2.129
H  0.329  1.193  -3.755
H  3.030  2.869  -2.328
H  2.188  2.297  -0.712
H  3.988  1.689  -1.214
H  3.995  0.869  -3.864
H  2.539  -0.173  -4.507
H  2.398  1.786  -4.573
C  5.426  -1.423  4.778
C  5.533  -2.926  4.796
C  4.125  -3.348  4.439
O  3.585  -2.323  3.593
C  4.461  -1.188  3.637
H  6.385  -0.917  4.638
H  4.986  -1.071  5.719
H  6.231  -3.258  4.019
H  5.870  -3.332  5.754
H  3.491  -3.414  5.329
H  4.095  -4.309  3.917
H  4.987  -1.134  2.678
H  3.875  -0.274  3.765
C  -2.774  -0.253  3.783
C  -2.871  -1.731  4.060
C  -1.569  -2.246  3.489
O  -0.607  -1.192  3.628
C  -1.299  0.012  3.988
H  -3.411  0.358  4.428
H  -3.048  -0.052  2.740
H  -2.899  -1.904  5.142
H  -3.750  -2.205  3.615
H  -1.664  -2.473  2.422
H  -1.210  -3.142  4.004
H  -1.077  0.223  5.040
H  -0.933  0.844  3.380
C  -5.174  3.287  -3.291
C  -6.427  4.081  -3.023
C  -6.289  5.230  -3.998
O  -5.558  4.732  -5.127
C  -5.010  3.451  -4.786
H  -5.242  2.241  -2.982
H  -4.326  3.746  -2.769
H  -7.308  3.480  -3.277
H  -6.525  4.411  -1.986
H  -5.712  6.053  -3.563
H  -7.257  5.618  -4.328
H  -5.576  2.690  -5.333
H  -3.964  3.402  -5.101
C  -5.820  -2.109  8.347
C  -5.900  -0.624  8.587
C  -5.113  -0.071  7.418
O  -5.282  -0.991  6.331
C  -5.885  -2.190  6.837
H  -6.614  -2.677  8.838
H  -4.855  -2.491  8.701
H  -6.943  -0.293  8.524
H  -5.500  -0.313  9.555
H  -4.043  -0.019  7.648
H  -5.454  0.923  7.116
H  -6.922  -2.217  6.485
H  -5.359  -3.063  6.440
C  -3.068  -0.438  -7.876
C  -1.770  -1.203  -7.867
C  -0.757  -0.108  -7.611
O  -1.416  0.892  -6.822
C  -2.823  0.612  -6.814
H  -3.945  -1.056  -7.670
H  -3.208  0.043  -8.852
H  -1.766  -1.917  -7.034
H  -1.578  -1.755  -8.791
H  -0.436  0.362  -8.546
H  0.128  -0.471  -7.081
H  -3.084  0.237  -5.818
H  -3.383  1.533  -6.998
C  8.177  0.708  -0.270
C  8.592  1.929  0.510
C  7.260  2.473  0.979
O  6.383  1.348  1.136
C  7.001  0.201  0.536
H  8.971  -0.035  -0.379
H  7.844  1.004  -1.272
H  9.198  1.629  1.373
H  9.165  2.652  -0.076
H  6.818  3.140  0.232
H  7.338  3.013  1.927
H  7.331  -0.461  1.344
H  6.271  -0.333  -0.077

Output
Highest occupied orbital energy (spin up / spin down) ... -0.33540 / -0.33540 hartree
Total energy ... -72887.9222 eV
2S+1 ... 2
Orbital gap (spin up / spin down) ... 0.3213 / 0.3030 hartree
ΔE to the lowest compared entry with this formula, charge and spin ... 649.9 kJ/mol



ORCA calculation (ωB97M-V/def2-TZVPD) on a molecular structure, C35H68AlBN7O2.

Element x y z (Å)
C  5.219  -1.010  -1.241
C  5.435  0.206  -2.138
C  4.225  1.146  -2.041
O  3.228  0.726  -2.928
Al  1.555  0.376  -2.262
C  0.250  1.698  -3.109
C  1.398  0.268  -0.243
C  1.518  1.589  0.529
B  0.997  -1.557  -3.028
C  -0.352  -2.228  -2.504
O  1.771  -2.278  -3.951
H  5.101  -0.669  -0.218
H  6.028  -1.730  -1.324
H  4.288  -1.481  -1.546
H  5.520  -0.114  -3.172
H  6.351  0.740  -1.875
H  4.576  2.141  -2.348
H  3.903  1.183  -0.996
H  0.620  2.072  -4.063
H  0.074  2.584  -2.493
H  -0.731  1.256  -3.280
H  0.397  -0.111  -0.031
H  2.095  -0.481  0.140
H  2.548  1.925  0.627
H  1.163  1.460  1.557
H  0.903  2.371  0.092
H  -0.511  -3.253  -2.849
H  -1.208  -1.586  -2.699
H  -0.243  -2.250  -1.418
H  2.694  -2.066  -3.731
C  -0.894  1.272  3.402
C  0.373  1.681  4.136
C  1.644  1.329  3.354
C  1.809  -0.114  3.187
N  1.945  -1.248  3.067
H  -0.938  0.191  3.267
H  -1.777  1.570  3.964
H  -0.941  1.739  2.416
H  0.394  1.209  5.120
H  0.363  2.761  4.301
H  2.521  1.718  3.876
H  1.626  1.799  2.368
C  0.239  -3.590  4.733
C  -1.198  -3.948  5.096
C  -2.203  -2.868  4.685
C  -1.974  -1.610  5.391
N  -1.723  -0.609  5.894
H  0.574  -2.692  5.253
H  0.915  -4.402  5.006
H  0.346  -3.409  3.664
H  -1.268  -4.127  6.172
H  -1.478  -4.876  4.601
H  -3.217  -3.212  4.893
H  -2.151  -2.680  3.613
C  2.551  0.307  -6.266
C  4.027  0.360  -6.627
C  4.347  1.367  -7.738
C  3.733  1.013  -9.018
N  3.256  0.734  -10.024
H  1.940  -0.029  -7.107
H  2.398  -0.384  -5.441
H  2.194  1.288  -5.948
H  4.371  -0.634  -6.922
H  4.592  0.643  -5.737
H  5.427  1.427  -7.884
H  4.010  2.363  -7.445
C  -0.387  -7.038  0.536
C  -0.657  -5.655  -0.046
C  -0.892  -4.566  1.001
C  -2.086  -4.795  1.812
N  -3.016  -4.987  2.457
H  -1.245  -7.407  1.103
H  -0.185  -7.753  -0.261
H  0.479  -7.022  1.201
H  -1.518  -5.711  -0.713
H  0.194  -5.345  -0.653
H  -0.996  -3.604  0.495
H  -0.029  -4.481  1.663
C  7.342  -1.487  4.907
C  5.971  -1.729  5.529
C  4.952  -0.643  5.172
C  5.326  0.665  5.709
N  5.624  1.692  6.126
H  7.787  -0.561  5.275
H  8.022  -2.303  5.152
H  7.271  -1.423  3.820
H  6.070  -1.801  6.614
H  5.583  -2.687  5.180
H  3.974  -0.917  5.568
H  4.842  -0.574  4.089
C  -5.798  2.488  -1.640
C  -4.757  2.739  -2.726
C  -3.682  1.651  -2.795
C  -2.869  1.599  -1.583
N  -2.204  1.571  -0.650
H  -5.345  2.488  -0.648
H  -6.563  3.265  -1.656
H  -6.296  1.528  -1.787
H  -4.285  3.709  -2.564
H  -5.257  2.787  -3.696
H  -3.017  1.838  -3.640
H  -4.142  0.675  -2.962
C  -8.655  6.473  0.252
C  -9.189  6.309  -1.166
C  -10.315  5.275  -1.264
C  -9.857  3.930  -0.924
N  -9.497  2.876  -0.647
H  -8.211  5.547  0.620
H  -7.885  7.244  0.282
H  -9.451  6.766  0.939
H  -8.373  6.028  -1.834
H  -9.573  7.267  -1.520
H  -10.716  5.260  -2.279
H  -11.139  5.551  -0.602

Output
Highest occupied orbital energy ... -0.14261 hartree
Total energy ... -59198.2376 eV
Orbital gap ... 0.2093 hartree
Net charge ... -1



ORCA calculation (ωB97M-V/def2-TZVPD) on 6 unconnected molecules or ions with the total composition C35H68BO20.

Element x y z (Å)
C  0.095  0.274  3.585
C  -0.921  -0.360  3.479
C  -2.113  -1.152  3.214
C  -2.128  -1.639  1.742
C  -3.466  -1.507  1.017
B  -3.957  0.026  0.643
C  -4.667  0.806  1.915
C  -5.607  -0.016  2.733
O  -5.827  0.194  3.910
C  -2.652  0.935  0.244
O  -1.908  0.375  -0.883
C  -0.730  1.045  -1.073
O  0.281  0.432  -0.287
C  1.565  0.965  -0.585
C  2.535  0.359  0.405
O  2.840  1.331  1.400
O  -4.863  -0.148  -0.555
C  -5.519  0.980  -1.023
C  -6.980  1.115  -0.571
C  -7.487  2.519  -0.919
C  -7.047  3.608  0.048
H  0.828  1.037  3.610
H  -3.009  -0.615  3.501
H  -2.056  -2.017  3.875
H  -1.859  -2.698  1.772
H  -1.323  -1.168  1.192
H  -4.245  -2.091  1.515
H  -3.326  -1.981  0.044
H  -3.882  1.121  2.604
H  -5.195  1.728  1.650
H  -6.109  -0.880  2.266
H  -2.923  1.969  -0.013
H  -1.953  1.012  1.082
H  -0.469  1.020  -2.141
H  -0.799  2.097  -0.769
H  1.528  2.049  -0.461
H  1.803  0.706  -1.619
H  2.053  -0.514  0.835
H  3.427  0.017  -0.127
H  3.238  0.864  2.139
H  -5.017  1.919  -0.770
H  -5.559  0.916  -2.115
H  -7.589  0.376  -1.088
H  -7.072  0.911  0.493
H  -7.106  2.746  -1.915
H  -8.574  2.535  -0.989
H  -7.457  3.473  1.045
H  -5.967  3.668  0.148
H  -7.356  4.569  -0.360
C  7.434  -4.136  -1.642
C  7.992  -3.894  -0.256
O  8.214  -2.494  -0.019
C  7.133  -1.793  0.314
O  6.017  -2.222  0.442
O  7.501  -0.520  0.470
C  6.421  0.367  0.777
H  8.077  -3.680  -2.397
H  7.366  -5.206  -1.840
H  6.439  -3.704  -1.744
H  8.970  -4.361  -0.153
H  7.344  -4.304  0.517
H  5.854  0.011  1.634
H  5.765  0.475  -0.085
H  6.862  1.330  1.015
C  -9.086  2.619  3.924
C  -8.792  4.016  4.420
O  -9.739  4.975  3.910
C  -10.901  5.028  4.543
O  -11.227  4.387  5.508
O  -11.666  5.940  3.930
C  -12.972  6.075  4.486
H  -9.142  2.602  2.834
H  -8.302  1.931  4.240
H  -10.040  2.261  4.309
H  -7.822  4.349  4.057
H  -8.772  4.059  5.508
H  -12.924  6.253  5.558
H  -13.564  5.183  4.283
H  -13.428  6.931  3.996
C  -3.008  5.153  -6.544
C  -2.068  4.970  -5.371
O  -2.633  4.114  -4.375
C  -2.538  2.803  -4.629
O  -2.005  2.317  -5.596
O  -3.117  2.150  -3.636
C  -3.130  0.721  -3.774
H  -3.983  5.499  -6.199
H  -2.603  5.884  -7.245
H  -3.155  4.212  -7.074
H  -1.897  5.922  -4.871
H  -1.101  4.582  -5.692
H  -2.128  0.342  -3.961
H  -3.801  0.432  -4.584
H  -3.490  0.317  -2.833
C  9.313  0.313  -2.421
C  8.363  0.019  -3.560
O  8.806  0.614  -4.791
C  9.749  -0.058  -5.442
O  10.233  -1.110  -5.116
O  10.066  0.633  -6.540
C  11.101  0.042  -7.326
H  9.476  1.388  -2.328
H  8.909  -0.064  -1.483
H  10.283  -0.155  -2.590
H  7.387  0.460  -3.363
H  8.221  -1.053  -3.697
H  10.868  -0.993  -7.563
H  12.053  0.100  -6.801
H  11.158  0.620  -8.244
C  7.394  -9.350  4.429
C  6.642  -9.381  3.116
O  5.440  -8.603  3.179
C  5.604  -7.288  3.032
O  6.649  -6.725  2.829
O  4.412  -6.710  3.133
C  4.438  -5.281  3.037
H  6.741  -9.656  5.248
H  8.249  -10.025  4.392
H  7.755  -8.346  4.648
H  6.317  -10.395  2.888
H  7.265  -9.036  2.291
H  4.964  -4.960  2.142
H  4.908  -4.855  3.922
H  3.405  -4.951  2.983

Output
Highest occupied orbital energy ... -0.18343 hartree
Total energy ... -79024.9130 eV
Orbital gap ... 0.2511 hartree
Net charge ... -1